1.
Here is a molecular structure, C5H5CsN in a non-equilibrium geometry from the OMol25 dataset. Energies are from ωB97M-V/def2-TZVPD.

```
12
Properties=species:S:1:pos:R:3:forces:R:3
Cs 3.4307 -1.4630 2.3866 -0.28 0.10 0.03
N 0.3603 -0.4404 1.1395 0.16 -0.07 -0.44
C 0.7558 -0.8496 -0.0816 0.62 0.92 0.60
C 0.2088 -0.4168 -1.2678 -0.10 0.27 -0.31
C -0.8135 0.5309 -1.2249 -0.60 -0.31 0.18
C -1.2490 0.9658 0.0096 0.55 -0.45 0.69
C -0.6401 0.4311 1.1550 -0.55 0.42 -0.15
H 1.7152 -1.3567 -0.0737 -0.26 -0.67 -0.35
H 0.6154 -0.7540 -2.2106 -0.04 -0.08 0.00
H -1.3493 0.8758 -2.0999 0.39 0.01 -0.22
H -2.0225 1.7045 0.1545 -0.09 -0.01 -0.22
H -1.0117 0.7724 2.1132 0.19 -0.13 0.18
```
Forces are in eV/Å.

The calculation puts the maximum force at 0.0246 hartree/bohr. The HOMO energy is -12.88 eV. The multiplicity is 1. The total energy is -7298.6624 eV. For the energy relative to the best compared isomer or geometry (same formula, charge and spin), the calculation gives 0.0000 eV. The calculation puts the LUMO energy at -3.7 eV. The total charge is +1. As for the frontier orbital gap: 9.2 eV.

---

2.
Here is a gas-phase ion, C5H5F2N2O2 (charge +1) in a non-equilibrium geometry from the OMol25 dataset. Energies are from ωB97M-V/def2-TZVPD.

```
16
Properties=species:S:1:pos:R:3:forces:R:3
C 0.6852 0.3551 -0.0746 2.39 0.13 -0.59
C 2.2481 0.7919 -0.1717 -4.38 -1.23 -0.50
C -0.4604 1.1861 0.1625 0.28 -0.71 -1.05
C -1.6921 -1.0317 0.5384 1.06 1.85 -0.52
C -1.8877 0.3157 0.0135 2.47 1.64 -0.89
N 1.8281 -1.4219 -0.3659 -1.16 0.17 0.90
N 0.6073 -0.9092 -0.2380 -0.46 -0.19 0.45
O 2.8445 1.7941 -0.1611 0.39 1.03 0.35
O 2.7302 -0.4079 -0.4332 3.06 -2.21 -0.49
F -2.2593 0.2649 -1.2999 0.07 0.15 1.10
F -2.6642 1.0818 0.7413 -1.83 0.23 0.44
H -0.3099 1.3968 1.2295 -1.01 1.13 -0.29
H -0.3366 1.9670 -0.6603 -1.20 -0.20 1.65
H -1.6218 -1.2449 1.5612 0.24 -0.14 1.46
H -1.7455 -1.7770 -0.1546 -0.21 -2.22 -1.62
H 2.0341 -2.3608 -0.6869 0.31 0.57 -0.39
```
Forces are in eV/Å.

The calculation puts the maximum force at 0.0890 hartree/bohr. The HOMO energy (spin up / spin down) is -13.90 / -13.90 eV. The multiplicity is 1. The total energy is -17762.4186 eV. For the energy relative to the best compared isomer or geometry (same formula, charge and spin), the calculation gives 2.8140 eV. The calculation puts the LUMO energy (spin up / spin down) at -8.1 / -8.1 eV. The total charge is +1. As for the frontier orbital gap (spin up / spin down): 5.8 / 5.8 eV.

---

3.
Here is 2 unconnected molecules or ions with the total composition C5H5F3N2O2 in a non-equilibrium geometry from the OMol25 dataset. Energies are from ωB97M-V/def2-TZVPD.

```
17
Properties=species:S:1:pos:R:3:forces:R:3
O -3.7928 -0.7722 0.2958 -0.44 -0.20 0.95
C -2.7038 -0.9971 -0.0254 2.12 0.28 -2.53
N -1.6898 -1.1670 -0.7002 -0.41 0.05 1.32
C -0.2747 -1.0991 -0.7100 -1.28 -0.81 -0.02
C 0.5082 -1.0001 0.3598 1.60 -0.77 -0.34
C 2.0250 -1.1228 0.1135 -2.61 -0.55 -2.12
F 2.3313 -2.3610 -0.3861 0.05 0.27 0.25
F 2.4311 -0.2514 -0.8237 0.31 0.25 -0.17
F 2.6900 -0.9422 1.1880 1.48 0.34 2.05
H 0.1210 -1.2885 -1.7358 -0.19 0.50 1.08
H 0.2978 -1.0128 1.4322 -0.58 0.22 -0.58
H 0.9429 2.7033 -0.1622 -0.11 -0.61 0.32
N 0.6747 2.1342 0.6552 2.30 1.18 1.46
C -0.4850 1.7208 0.6318 -0.65 -0.56 -0.12
O -1.2388 1.8120 -0.4464 -1.21 1.97 -2.96
H -1.0154 1.1581 1.4337 0.68 0.49 -0.49
H -0.8218 2.4858 -1.1202 -1.07 -2.03 1.91
```
Forces are in eV/Å.

The calculation puts the maximum force at 0.0730 hartree/bohr. The HOMO energy is -9.77 eV. The multiplicity is 1. The structure (SMILES) is O=C=N/C=C/C(F)(F)F.[H]/N=C\O. The total energy is -20492.2610 eV. For the energy relative to the best compared isomer or geometry (same formula, charge and spin), the calculation gives 0.0000 eV. The calculation puts the LUMO energy at 0.4 eV. The total charge is 0. As for the frontier orbital gap: 10.2 eV.

---

4.
Here is a molecular structure, C5H5FHgLiO4 in a non-equilibrium geometry from the OMol25 dataset. Energies are from ωB97M-V/def2-TZVPD.

```
17
Properties=species:S:1:pos:R:3:forces:R:3
H 0.5604 -0.1220 -1.2686 0.54 0.26 -0.14
O 1.0454 0.0009 0.7255 -1.28 0.17 0.23
O 3.1005 -0.5239 0.2035 0.28 -0.32 -0.29
O 2.7343 1.0747 1.7546 -0.51 -0.63 -0.21
C 0.9260 -0.7855 -0.4725 -2.61 -0.81 -0.50
C 2.3020 -1.2853 -0.6230 0.16 -0.34 -0.26
C 2.3416 0.2526 0.9884 1.07 0.86 0.34
H 2.7736 -1.6916 -1.5126 -0.14 0.10 0.33
C -1.9931 1.4213 -0.8166 0.67 -1.41 -0.41
C -2.2174 0.1885 -0.2937 -1.00 1.96 -1.02
O -1.9428 -0.0396 0.9869 0.59 -1.16 0.48
Hg -3.1159 -1.5776 2.3037 0.18 0.42 -0.41
Li -0.4952 1.0995 1.4089 0.19 0.06 -0.08
F -1.0309 2.1954 -0.1818 -0.69 0.23 0.48
H -2.2827 1.8063 -1.7900 0.30 -0.18 0.21
H -0.0309 -1.4881 -0.4182 2.43 0.75 0.46
H -2.6750 -0.5255 -0.9945 -0.18 0.04 0.76
```
Forces are in eV/Å.

The calculation puts the maximum force at 0.0541 hartree/bohr. The HOMO energy (spin up / spin down) is -11.69 / -12.58 eV. The multiplicity is 3. The total energy is -20544.1630 eV. For the energy relative to the best compared isomer or geometry (same formula, charge and spin), the calculation gives 0.0000 eV. The calculation puts the LUMO energy (spin up / spin down) at -3.5 / -7.3 eV. The total charge is +1. As for the frontier orbital gap (spin up / spin down): 8.2 / 5.3 eV.

---

5.
Here is a molecular structure, C5H5FLaO4 in a non-equilibrium geometry from the OMol25 dataset. Energies are from ωB97M-V/def2-TZVPD.

```
16
Properties=species:S:1:pos:R:3:forces:R:3
C -0.7195 -1.6376 0.1247 -2.17 -2.42 2.96
C -1.0425 -0.6432 1.2476 0.57 1.28 0.24
O -0.9006 -1.3991 2.4425 -0.53 1.27 -0.43
C -0.3937 -2.6060 2.1747 1.18 -1.49 2.39
O -0.1813 -2.7551 0.8640 0.06 0.74 -2.13
O -0.0809 -3.4050 3.0101 -0.64 0.96 -1.29
O 0.0644 -1.2840 -0.8387 2.48 3.47 -5.25
F -1.9277 -2.1272 -0.3879 0.58 0.58 -0.22
H -2.0572 -0.2407 1.1783 0.06 -0.30 -0.03
La 0.5971 0.2083 -2.8408 -1.04 -2.47 3.79
H -0.3347 0.2550 1.2257 -0.58 -1.27 0.20
C 1.8644 3.1184 -1.5493 -0.17 -0.42 0.03
C 0.6044 2.7187 -1.6151 0.27 -0.13 -0.81
H 2.6326 2.5677 -0.9934 -0.07 0.28 0.04
H 2.1914 4.0100 -2.1055 -0.03 -0.08 0.14
H -0.3162 3.2199 -1.9368 0.02 -0.01 0.36
```
Forces are in eV/Å.

The calculation puts the maximum force at 0.1315 hartree/bohr. The HOMO energy (spin up / spin down) is -15.63 / -15.62 eV. The multiplicity is 2. The total energy is -17010.3512 eV. For the energy relative to the best compared isomer or geometry (same formula, charge and spin), the calculation gives 0.0000 eV. The calculation puts the LUMO energy (spin up / spin down) at -11.3 / -12.0 eV. The total charge is +2. As for the frontier orbital gap (spin up / spin down): 4.3 / 3.6 eV.

---

6.
Here is 2 unconnected molecules or ions with the total composition C5H5FNO3 in a non-equilibrium geometry from the OMol25 dataset. Energies are from ωB97M-V/def2-TZVPD.

```
15
Properties=species:S:1:pos:R:3:forces:R:3
C 1.4831 1.9372 0.6146 -1.13 0.71 -0.56
C 1.5316 0.6411 0.1182 1.46 0.57 2.36
C -2.2434 1.3161 -0.7260 0.24 0.78 0.07
C 0.9037 3.1902 0.7636 1.37 -0.75 -0.03
C 2.7041 -0.2743 0.8448 -1.56 0.40 -2.70
N -2.7029 2.2240 -1.4390 0.45 1.28 -0.22
O 0.1825 4.1332 0.6333 -0.08 -0.24 0.11
O 2.1297 3.0165 1.4777 -0.20 -0.31 -0.12
O 0.6178 0.2114 -0.6132 0.31 -0.84 -0.39
F -3.0823 0.5491 0.0100 -0.03 -0.51 0.67
H 3.3320 0.4105 1.4133 0.11 -0.30 0.01
H 3.2619 -0.8896 0.0546 -0.64 0.92 1.21
H 2.0980 -0.9362 1.4642 0.38 -0.11 0.20
H -3.6602 2.5935 -1.3313 0.45 -1.23 -0.04
H -1.1448 1.1177 -0.5368 -1.13 -0.38 -0.58
```
Forces are in eV/Å.

The calculation puts the maximum force at 0.0612 hartree/bohr. The HOMO energy is -3.34 eV. The multiplicity is 1. The total energy is -15614.3954 eV. For the energy relative to the best compared isomer or geometry (same formula, charge and spin), the calculation gives 3.2740 eV. The calculation puts the LUMO energy at 3.9 eV. The total charge is -1. As for the frontier orbital gap: 7.3 eV.

---

7.
Here is 2 unconnected molecules or ions with the total composition C5H5FOS in a non-equilibrium geometry from the OMol25 dataset. Energies are from ωB97M-V/def2-TZVPD.

```
13
Properties=species:S:1:pos:R:3:forces:R:3
C 0.2798 -1.0115 0.4063 -0.71 0.08 -1.41
C 1.1769 -1.1991 -0.7327 5.33 3.26 -4.19
C -0.7410 0.1124 -0.1450 -2.15 2.19 2.74
C -0.3053 1.6613 -0.0602 1.24 -3.50 0.25
C 0.9988 1.8951 0.1434 0.86 -0.02 2.11
H -0.1914 -1.9728 0.6709 -0.49 0.69 -0.27
H 0.7818 -2.5168 -1.3640 1.82 4.25 1.13
H -1.0105 2.4584 0.1429 -0.52 -0.45 -0.81
H 1.7774 1.0345 0.3900 -1.84 2.77 -1.03
H 1.2460 2.9605 0.3708 0.14 -0.97 -0.33
O 2.1633 -0.0787 -1.0062 -6.19 -9.39 0.63
F 1.0873 -0.6971 1.4313 0.03 1.01 1.65
S -2.3844 -0.2381 -0.1696 2.48 0.07 -0.46
```
Forces are in eV/Å.

The calculation puts the maximum force at 0.2190 hartree/bohr. The HOMO energy is -9.30 eV. The multiplicity is 1. The total energy is -20858.4009 eV. For the energy relative to the best compared isomer or geometry (same formula, charge and spin), the calculation gives 7.5462 eV. The calculation puts the LUMO energy at -1.9 eV. The total charge is 0. As for the frontier orbital gap: 7.4 eV.

---

8.
Here is 2 unconnected molecules or ions with the total composition C5H5IO3 in a non-equilibrium geometry from the OMol25 dataset. Energies are from ωB97M-V/def2-TZVPD.

```
14
Properties=species:S:1:pos:R:3:forces:R:3
C -0.0190 -0.2148 0.1072 1.08 1.33 -0.37
C 1.0370 0.6932 -0.1393 -1.35 -2.87 -0.94
C -0.4303 -1.0716 -0.8916 -1.84 -1.70 -2.32
C -2.7815 -1.5267 -0.3152 0.66 -1.01 -1.34
C 1.6280 1.5161 0.9209 0.00 -1.17 1.40
O -0.2333 -1.6255 -1.9255 0.04 1.42 2.14
O -3.5742 -2.1703 -0.8903 1.17 0.92 0.43
O 1.6555 0.6442 -1.3352 0.59 1.95 2.43
I -3.3564 -0.8697 1.7962 -0.03 0.39 0.74
H -0.6165 -0.2551 0.9956 -0.08 0.33 0.53
H 2.1012 0.7105 1.6159 -1.25 1.47 -0.53
H 0.8525 2.1888 1.4186 1.41 -0.95 -0.52
H 2.5143 1.9553 0.5288 0.35 1.22 -0.29
H 1.2228 0.0258 -1.8861 -0.76 -1.33 -1.35
```
Forces are in eV/Å.

The calculation puts the maximum force at 0.0665 hartree/bohr. The HOMO energy (spin up / spin down) is -7.57 / -7.57 eV. The multiplicity is 1. The total energy is -19506.0381 eV. For the energy relative to the best compared isomer or geometry (same formula, charge and spin), the calculation gives 1.3130 eV. The calculation puts the LUMO energy (spin up / spin down) at -1.1 / -1.1 eV. The total charge is 0. As for the frontier orbital gap (spin up / spin down): 6.4 / 6.4 eV.

---

9.
Here is a molecular structure, C5H5MnO in a non-equilibrium geometry from the OMol25 dataset. Energies are from ωB97M-V/def2-TZVPD.

```
12
Properties=species:S:1:pos:R:3:forces:R:3
C -0.8247 2.1896 0.2050 -0.02 -0.24 0.02
C -1.3790 1.6689 -0.8931 0.07 -0.16 0.16
H -1.4153 2.3955 1.1008 0.17 0.03 -0.29
H 0.2380 2.4391 0.2438 -0.32 0.01 -0.02
H -0.7893 1.4718 -1.7914 -0.20 0.13 0.23
H -2.4434 1.4280 -0.9358 0.28 0.14 -0.03
C -0.5712 -1.0517 0.7944 0.51 0.18 -0.20
C 0.5597 -1.3359 0.4084 0.68 -1.21 0.19
H -1.5464 -0.8807 1.2242 0.14 0.11 -0.24
C 1.6912 -1.8969 -0.0914 -3.43 3.25 -0.54
O 2.4546 -2.8021 0.1260 1.14 -1.65 0.99
Mn 4.0259 -3.6255 -0.3910 0.98 -0.60 -0.27
```
Forces are in eV/Å.

The calculation puts the maximum force at 0.0925 hartree/bohr. The HOMO energy (spin up / spin down) is -15.37 / -15.25 eV. The multiplicity is 7. The total energy is -38607.6337 eV. For the energy relative to the best compared isomer or geometry (same formula, charge and spin), the calculation gives 0.0000 eV. The calculation puts the LUMO energy (spin up / spin down) at -12.0 / -12.2 eV. The total charge is +2. As for the frontier orbital gap (spin up / spin down): 3.3 / 3.0 eV.